(1)
Molecular formula: CH3FN2OS
Method: DFT, the ωB97M-V functional and the def2-TZVPD basis

The HOMO energy is -8.64 eV. The gap between HOMO and LUMO is 0.2992 Ha. As for the energy above the lowest of the compared OMol25 structures with the same formula, charge and spin: 113.3 kcal/mol. As for the calculated total energy: -722.49820 Ha.

```
9
Properties=species:S:1:pos:R:3:lowdin_charge:R:1
C -1.3941 0.0965 -0.2893 -0.013
N 0.3759 -0.3791 0.6674 0.028
N 1.3472 0.2831 0.1496 -0.961
O 1.1613 1.2743 -0.4852 -0.068
F -2.0400 -1.0146 -0.4519 0.028
S 2.7854 -0.3217 0.4748 0.651
H -0.8714 0.4775 -1.3074 0.139
H -1.9813 0.9007 0.3869 0.151
H 0.6171 -1.3166 0.8550 0.045
```


(2)
Molecular formula: CH3FNO
Method: DFT, the ωB97M-V functional and the def2-TZVPD basis

The HOMO energy (alpha / beta) is -2.73 / -3.18 eV. Its charge is -1. The gap between HOMO and LUMO (alpha / beta) is 0.2732 / 0.2895 Ha. As for the energy above the lowest of the compared OMol25 structures with the same formula, charge and spin: 126.9 kcal/mol. As for the calculated total energy: -269.56420 Ha.

```
7
Properties=species:S:1:pos:R:3:lowdin_charge:R:1
C 0.6558 0.0072 0.0349 -0.226
N -0.6690 -0.2033 0.5030 -0.170
O -1.8292 1.3151 -0.1184 -0.581
F -1.2094 -1.2969 -0.2411 -0.200
H 0.9639 0.9988 0.3643 0.060
H 1.3064 -0.7502 0.5135 0.055
H 0.7816 -0.0707 -1.0561 0.062
```


(3)
Molecular formula: CH3FNO2S
Method: DFT, the ωB97M-V functional and the def2-TZVPD basis

The HOMO energy (alpha / beta) is -4.00 / -4.00 eV. Its charge is -1. The gap between HOMO and LUMO (alpha / beta) is 0.2922 / 0.2923 Ha. As for the energy above the lowest of the compared OMol25 structures with the same formula, charge and spin: 89.8 kcal/mol. As for the calculated total energy: -743.10366 Ha.

```
9
Properties=species:S:1:pos:R:3:lowdin_charge:R:1
C 0.6768 -0.6629 1.8938 -0.357
N -1.7596 -0.3725 0.2687 -0.397
O -0.1111 1.7661 -2.3750 -0.173
O 0.7000 -0.2829 -0.5806 -0.527
F 0.1603 -1.2459 3.0587 -0.171
S -0.3188 -0.6708 0.4616 0.575
H 1.4907 -1.2033 1.5797 -0.023
H -0.8909 1.2927 -2.8484 0.068
H 0.0527 1.3795 -1.4585 0.006
```